(1)
Entry from the OMol25 dataset: a cluster of 7 separate species, C43H65F9N3O10S2 in total (ωB97M-V/def2-TZVPD).

The geometry in ORCA input format:
```
! wB97M-V def2-TZVPD RIJCOSX def2/J DEFGRID3
* xyz 1 1
C 0.72699 -3.01357 -0.57903
C 0.21625 -1.63128 -1.03177
O -1.20990 -1.75550 -1.11690
N -1.57991 -2.58548 -2.19684
O -2.55789 -3.15272 -1.93374
N 0.49230 -0.74476 0.13099
C 0.31222 0.74448 -0.10756
O -1.06646 0.95212 0.06988
C -1.56926 2.12332 -0.47889
O -1.03182 3.18594 -0.41872
C -2.90077 1.96600 -1.14308
C -3.89095 2.93834 -0.93521
C -5.14328 2.77232 -1.52758
C -5.39303 1.63773 -2.30808
C -4.41070 0.67264 -2.54143
C -3.16593 0.84762 -1.93864
C 1.08930 1.38082 1.05639
C 2.46902 1.16796 1.21857
C 3.18840 1.75607 2.26522
C 2.54525 2.57616 3.18768
C 1.16327 2.76805 3.07305
C 0.46267 2.17729 2.02741
C 0.85088 1.09327 -1.52232
C 1.58842 2.45556 -1.63927
C 3.13104 2.36547 -1.76851
C 3.75000 3.71217 -1.40795
F 3.09934 4.63339 -2.17039
F 3.49729 4.08829 -0.14814
C 5.23845 3.89440 -1.78280
F 5.32774 3.82350 -3.10398
F 5.63427 5.10509 -1.44018
S 6.44884 2.64084 -1.07356
F 7.04921 3.70680 -0.04358
F 7.54143 3.12131 -2.13651
F 5.94114 1.53025 -2.09156
F 5.43044 2.17062 0.06192
F 7.49248 1.57852 -0.52526
N 1.72614 0.02344 -2.06139
C 0.87159 -1.14066 -2.37188
C 1.78063 -2.18603 -3.06710
C 2.08028 -1.70291 -4.51875
C 3.29073 -0.73380 -4.64100
S 2.72350 0.87679 -5.36689
H 0.21899 -3.26684 0.35741
H 1.80301 -2.99552 -0.39793
H 0.50210 -3.79718 -1.29789
H -0.20569 -0.97812 0.84779
H 1.43856 -0.95511 0.45153
H -3.65716 3.78137 -0.30157
H -5.90902 3.51357 -1.34000
H -6.36711 1.47400 -2.75686
H -4.56454 -0.21340 -3.14014
H -2.39218 0.10313 -2.09123
H 3.04241 0.53533 0.54358
H 4.25280 1.56652 2.32512
H 3.09197 3.06221 3.98548
H 0.64122 3.39824 3.78094
H -0.60283 2.35198 1.95640
H 0.02156 1.12299 -2.23731
H 1.35647 3.15994 -0.84012
H 1.23682 2.93068 -2.55897
H 3.37711 2.20730 -2.82421
H 3.59405 1.54870 -1.22221
H 2.43974 -0.23103 -1.38608
H 0.10770 -0.88896 -3.10935
H 2.70722 -2.35144 -2.51171
H 1.26506 -3.13910 -3.20262
H 1.19953 -1.24175 -4.96400
H 2.32468 -2.59153 -5.11157
H 4.06406 -1.06891 -5.32714
H 3.68576 -0.46715 -3.66046
H 2.00812 1.42872 -4.35725
C -2.62287 3.44485 -5.55018
C -3.88222 2.61717 -5.60918
O -3.89912 1.46691 -5.23333
C -5.11828 3.28585 -6.15355
H -1.81425 2.84315 -5.13898
H -2.34427 3.77386 -6.55237
H -2.77795 4.31447 -4.90945
H -4.94675 3.60808 -7.18160
H -5.37691 4.14921 -5.53816
H -5.94695 2.58107 -6.13881
C 4.57546 -4.50526 2.72366
C 3.26784 -3.77012 2.64360
O 2.63756 -3.70853 1.60245
C 2.77114 -3.11433 3.90200
H 4.81369 -4.92898 1.74953
H 5.36833 -3.81845 3.01948
H 4.50442 -5.31215 3.45349
H 3.49117 -2.37329 4.23979
H 2.62626 -3.86490 4.67929
H 1.81769 -2.62327 3.70451
C 6.06687 -2.91505 7.65536
C 5.58631 -2.18141 6.43162
O 5.36862 -2.76342 5.38988
C 5.38707 -0.69220 6.55651
H 6.16718 -3.97384 7.42709
H 7.03799 -2.52674 7.96521
H 5.34931 -2.79487 8.46834
H 6.32955 -0.21093 6.82040
H 4.64092 -0.47907 7.32335
H 5.04069 -0.29066 5.60561
C -3.64139 5.88706 2.52444
C -5.01464 5.37929 2.15942
O -5.17378 4.57319 1.26915
C -6.17828 5.91799 2.94992
H -2.89761 5.42061 1.88001
H -3.59551 6.96852 2.39005
H -3.41624 5.63814 3.56259
H -6.23902 7.00102 2.83333
H -6.05881 5.67036 4.00567
H -7.10078 5.47160 2.58555
C -4.03291 -8.10704 -0.98723
C -4.66777 -6.90731 -0.32876
O -5.41908 -7.02394 0.61043
C -4.32443 -5.54926 -0.89228
H -4.36467 -9.01242 -0.48422
H -4.32801 -8.15732 -2.03647
H -2.94580 -8.04129 -0.91609
H -4.63668 -5.49212 -1.93606
H -3.25082 -5.37401 -0.81418
H -4.84806 -4.77974 -0.32829
C -3.78762 -2.48841 1.87494
C -4.59595 -2.62322 3.14428
O -4.58497 -1.75575 3.98582
C -5.40907 -3.88198 3.30824
H -3.25457 -1.53826 1.88732
H -3.06251 -3.30241 1.80598
H -4.44779 -2.51000 1.00661
H -4.75541 -4.75562 3.29735
H -6.13859 -3.96554 2.50126
H -5.93707 -3.84816 4.25841
*
```

Largest force on an atom ... 0.0556 Eh/bohr
HOMO energy ... -11.117 eV
Calculated total energy ... -4288.94559 hartree
E_LUMO ... -3.06 eV

Atom charges from the Mulliken analysis, given in e for atoms 1 to 99:
1. C -2.239
2. C 0.498
3. O -0.108
4. N 0.096
5. O -0.269
6. N 0.111
7. C 0.471
8. O -0.058
9. C 0.450
10. O -0.495
11. C 0.198
12. C -0.651
13. C -0.948
14. C -0.311
15. C -1.135
16. C 0.479
17. C 0.296
18. C -0.052
19. C -1.054
20. C -0.872
21. C -1.026
22. C -0.756
23. C -0.116
24. C -2.372
25. C -0.474
26. C 0.536
27. F -0.360
28. F -0.302
29. C 0.617
30. F -0.245
31. F -0.262
32. S 1.328
33. F -0.335
34. F -0.328
35. F -0.308
36. F -0.252
37. F -0.308
38. N 0.164
39. C -0.547
40. C -0.760
41. C -1.179
42. C -0.317
43. S -0.219
44. H 0.390
45. H 0.575
46. H 0.696
47. H 0.787
48. H 0.877
49. H 0.586
50. H 0.491
51. H 0.459
52. H 0.457
53. H 0.106
54. H 0.097
55. H 0.599
56. H 0.511
57. H 0.477
58. H 0.633
59. H 0.984
60. H 0.623
61. H 0.867
62. H 0.326
63. H 0.552
64. H 0.647
65. H 0.314
66. H 0.363
67. H 0.465
68. H 0.489
69. H 0.450
70. H 0.498
71. H 0.038
72. H 0.042
73. C -0.995
74. C 0.932
75. O -0.528
76. C -1.217
77. H 0.117
78. H 0.404
79. H 0.305
80. H 0.387
81. H 0.307
82. H 0.312
83. C -1.117
84. C 0.729
85. O -0.491
86. C -0.777
87. H 0.341
88. H 0.292
89. H 0.340
90. H 0.023
91. H 0.396
92. H 0.260
93. C -1.192
94. C 0.804
95. O -0.482
96. C -0.923
97. H 0.291
98. H 0.356
99. H 0.349

(2)
Entry from the OMol25 dataset: a cluster of 2 separate species, C4H7NO in total (ωB97M-V/def2-TZVPD).

The geometry in ORCA input format:
```
! wB97M-V def2-TZVPD RIJCOSX def2/J DEFGRID3
* xyz 0 1
O 1.32724 -0.44967 2.13802
C 0.62579 0.31494 -0.56184
C -0.10493 -0.75835 -1.27994
C -0.76079 -0.12979 -0.07582
C -1.79665 0.85970 -0.27143
N -2.57304 1.70295 -0.43435
H 1.83562 0.35655 2.28458
H 1.52846 0.03620 -0.03094
H 0.62832 1.32167 -0.96661
H 0.26101 -1.76250 -1.08603
H -0.52728 -0.58682 -2.26071
H 0.49910 -0.11572 1.77238
H -0.94286 -0.78916 0.77267
*
```

Largest force on an atom ... 0.0214 Eh/bohr
HOMO energy ... -10.947 eV
Calculated total energy ... -286.55791 hartree
E_LUMO ... 0.76 eV

For each atom in turn, the Mulliken charge in e is:
1. O -0.675
2. C -0.733
3. C -0.490
4. C -0.345
5. C 0.083
6. N -0.440
7. H 0.332
8. H 0.386
9. H 0.284
10. H 0.236
11. H 0.290
12. H 0.396
13. H 0.676

Question: Which of these has the highest largest force on an atom?
Answer: C43H65F9N3O10S2

Question: Look up the largest force on an atom of the second one.
Answer: 0.0214 Eh/bohr